Record 1
Formula: C34H36MnN3P2S4Se2
Source: OMol25
Level of theory: wB97M-V/def2-TZVPD

Computed properties:
2S+1: 5
HOMO energy (spin up / spin down): -11.895 / -11.895 eV
Total charge: +2
Gap between HOMO and LUMO (spin up / spin down): 4.057 / 5.620 eV
E: -9710.3717 Eh
Lowest unoccupied orbital energy (spin up / spin down): -0.2880 / -0.2306 Ha

Positions of all 82 atoms, in Å:
Mn 0.634 -1.318 2.292
C 3.210 -3.693 3.049
C 4.093 -2.453 2.957
S 3.215 -0.866 2.970
C 2.992 -0.543 4.739
C 1.988 -1.438 5.459
S 0.361 -1.388 4.654
C -0.339 -3.022 5.014
C -1.566 -3.267 4.140
S -1.313 -3.050 2.355
C -0.603 -4.621 1.804
C 0.826 -4.914 2.248
S 1.943 -3.574 1.777
H 2.747 -3.811 4.026
H 3.814 -4.578 2.849
H 4.652 -2.451 2.020
H 4.818 -2.431 3.769
H 2.704 0.507 4.802
H 3.967 -0.641 5.217
H 1.832 -1.085 6.477
H 2.317 -2.472 5.500
H -0.621 -3.016 6.067
H 0.437 -3.767 4.863
H -2.366 -2.573 4.397
H -1.946 -4.276 4.306
H -0.676 -4.573 0.717
H -1.273 -5.407 2.149
H 1.169 -5.822 1.755
H 0.894 -5.071 3.323
Se 2.240 0.272 -4.031
P 0.247 0.307 -3.385
C -0.935 -0.740 -4.240
C -0.645 -1.160 -5.531
C -1.572 -1.930 -6.226
C -2.775 -2.279 -5.632
C -3.064 -1.864 -4.335
C -2.145 -1.094 -3.640
C -0.459 1.976 -3.363
C 0.382 3.046 -3.058
C -0.082 4.350 -3.169
C -1.379 4.594 -3.602
C -2.218 3.533 -3.917
C -1.763 2.225 -3.798
C 0.217 -0.409 -1.695
C 0.252 0.046 -0.402
N 0.504 -1.056 0.379
N 0.580 -2.141 -0.418
N 0.422 -1.766 -1.640
P -0.134 1.562 0.429
Se -0.227 0.943 2.565
C -1.776 2.076 -0.047
C -2.129 3.381 -0.374
C -3.448 3.671 -0.700
C -4.402 2.669 -0.710
C -4.049 1.360 -0.391
C -2.743 1.060 -0.053
C 1.194 2.735 0.246
C 1.057 4.098 0.516
C 2.163 4.928 0.415
C 3.397 4.405 0.055
C 3.540 3.045 -0.191
C 2.445 2.203 -0.086
H 0.304 -0.893 -5.979
H -1.349 -2.259 -7.234
H -3.491 -2.883 -6.176
H -4.005 -2.141 -3.874
H -2.369 -0.767 -2.627
H 1.418 2.854 -2.805
H 0.586 5.178 -2.961
H -1.730 5.614 -3.717
H -3.221 3.722 -4.284
H -2.412 1.407 -4.081
H -1.399 4.169 -0.413
H -3.722 4.686 -0.959
H -5.427 2.902 -0.975
H -4.796 0.576 -0.401
H -2.476 0.042 0.206
H 0.114 4.520 0.821
H 2.059 5.986 0.619
H 4.255 5.062 -0.033
H 4.502 2.641 -0.481
H 2.555 1.151 -0.314

Record 2
Formula: C34H36MoNO3P3Te
Source: OMol25
Level of theory: wB97M-V/def2-TZVPD

Computed properties:
2S+1: 3
HOMO energy (spin up / spin down): -12.985 / -12.973 eV
Total charge: +2
Gap between HOMO and LUMO (spin up / spin down): 6.875 / 4.626 eV
Energy relative to the best compared isomer or geometry (same formula, charge and spin): 0.4377 eV
E: -2957.5220 Eh
Lowest unoccupied orbital energy (spin up / spin down): -0.2245 / -0.3068 Ha

Positions of all 79 atoms, in Å:
Mo 0.422 0.465 0.917
C -1.625 -0.955 3.060
P -1.654 -0.830 1.236
C -1.668 -2.513 0.603
C -2.669 -3.402 1.001
C -2.655 -4.710 0.547
C -1.641 -5.140 -0.301
C -0.639 -4.265 -0.691
C -0.652 -2.955 -0.236
C -3.209 -0.020 0.796
C -3.447 1.253 1.320
C -4.634 1.911 1.050
C -5.596 1.304 0.250
C -5.356 0.051 -0.294
C -4.164 -0.611 -0.027
C -0.189 -1.190 3.401
C 0.420 -1.786 4.451
C 1.826 -1.857 4.150
C 2.006 -1.309 2.927
C 3.156 -1.328 1.975
P 2.745 -0.167 0.651
C 3.610 -0.601 -0.859
C 4.576 0.216 -1.440
C 5.207 -0.186 -2.608
C 4.879 -1.398 -3.197
C 3.918 -2.220 -2.619
C 3.283 -1.822 -1.456
C 3.168 1.508 1.155
C 2.953 2.562 0.261
C 3.194 3.871 0.648
C 3.645 4.137 1.932
C 3.857 3.096 2.830
C 3.616 1.788 2.452
N 0.774 -0.822 2.436
H -2.264 -1.775 3.395
H -2.030 -0.028 3.476
H -3.461 -3.079 1.665
H -3.433 -5.394 0.859
H -1.633 -6.163 -0.652
H 0.155 -4.606 -1.342
H 0.145 -2.276 -0.531
H -2.708 1.741 1.949
H -4.818 2.888 1.476
H -6.534 1.806 0.055
H -6.100 -0.420 -0.921
H -3.989 -1.584 -0.463
H -0.065 -2.166 5.334
H 2.585 -2.321 4.758
H 3.228 -2.305 1.481
H 4.132 -1.128 2.421
H 4.860 1.152 -0.976
H 5.966 0.444 -3.050
H 5.382 -1.711 -4.102
H 3.671 -3.170 -3.072
H 2.534 -2.471 -1.013
H 2.645 2.346 -0.758
H 3.052 4.684 -0.051
H 3.841 5.155 2.236
H 4.213 3.308 3.828
H 3.766 0.993 3.170
C -0.765 -0.426 -3.212
C 0.260 0.647 -2.988
O 0.191 1.121 -1.586
P -0.557 2.425 -1.098
O -0.306 2.314 0.405
Te 0.357 4.482 -1.992
O -2.035 2.309 -1.536
C -3.002 3.347 -1.950
C -4.108 2.660 -2.697
H -0.743 -0.727 -4.260
H -1.769 -0.068 -2.983
H -0.560 -1.307 -2.605
H 0.118 1.523 -3.624
H 1.288 0.305 -3.092
H -2.466 4.060 -2.578
H -3.330 3.835 -1.035
H -3.727 2.145 -3.578
H -4.828 3.409 -3.029
H -4.619 1.948 -2.056

Record 3
Formula: C34H37AsClIN4O4Pt
Source: OMol25
Level of theory: wB97M-V/def2-TZVPD

Computed properties:
2S+1: 1
HOMO energy: -12.855 eV
Total charge: +2
Gap between HOMO and LUMO: 6.723 eV
Energy relative to the best compared isomer or geometry (same formula, charge and spin): 0.0000 eV
E: -4950.3710 Eh
Lowest unoccupied orbital energy: -0.2254 Ha

Positions of all 83 atoms, in Å:
Pt 0.497 -0.606 -0.432
Cl -3.823 -5.769 -1.709
C -2.663 -4.721 -0.983
C -2.146 -5.015 0.246
C -1.180 -4.183 0.851
I -0.394 -4.669 2.704
C -0.739 -3.046 0.221
O 0.191 -2.241 0.730
C -1.312 -2.719 -1.028
N -0.873 -1.557 -1.615
C -1.273 -1.249 -2.837
C -2.183 -2.037 -3.538
C -2.683 -3.174 -2.953
C -2.250 -3.550 -1.671
H -2.473 -5.909 0.758
H -0.865 -0.358 -3.290
H -2.483 -1.738 -4.532
H -3.396 -3.797 -3.477
N 3.536 1.011 2.021
C 2.979 0.692 0.855
N 1.858 0.010 1.013
C 1.686 -0.151 2.411
C 0.745 -0.825 3.193
C 0.892 -0.771 4.562
C 1.949 -0.081 5.174
C 2.903 0.562 4.420
C 2.746 0.503 3.039
H 4.412 1.498 2.125
H 3.410 0.943 -0.097
H -0.040 -1.411 2.748
H 0.177 -1.295 5.184
H 2.026 -0.073 6.253
H 3.740 1.075 4.873
C -2.339 2.303 -0.878
C -1.396 2.122 -2.058
As 0.437 1.483 -1.777
C 1.291 2.972 -0.873
C 1.095 4.308 -1.582
C 1.107 1.426 -3.618
C 0.248 2.138 -4.657
H -3.200 2.887 -1.204
H -1.877 2.831 -0.044
H -2.717 1.346 -0.524
H -1.220 3.084 -2.543
H -1.855 1.491 -2.817
H 2.348 2.721 -0.819
H 0.889 2.988 0.142
H 1.488 4.287 -2.599
H 1.635 5.085 -1.043
H 0.049 4.612 -1.619
H 1.241 0.374 -3.876
H 2.104 1.855 -3.560
H -0.729 1.674 -4.794
H 0.761 2.096 -5.618
H 0.093 3.190 -4.420
O 1.199 -3.647 -1.625
C 2.022 -2.820 -1.890
C 3.319 -3.051 -2.631
C 3.945 -1.671 -2.775
C 2.990 -0.742 -2.072
O 3.136 0.465 -1.965
N 1.921 -1.442 -1.574
H 3.092 -3.535 -3.580
H 3.921 -3.750 -2.051
H 4.049 -1.340 -3.809
H 4.927 -1.575 -2.313
C -2.677 -0.876 1.407
C -1.733 0.253 1.624
O -0.750 0.453 0.876
C -1.927 1.185 2.729
C -0.994 2.210 2.940
C -1.140 3.073 4.006
C -2.216 2.920 4.876
C -3.143 1.906 4.682
C -3.003 1.041 3.611
H -2.546 -1.312 0.424
H -3.705 -0.530 1.513
H -2.508 -1.646 2.166
H -0.150 2.306 2.270
H -0.420 3.863 4.169
H -2.329 3.597 5.713
H -3.975 1.792 5.363
H -3.732 0.254 3.475